# 1
Molecular formula: C57H76AsBN10PRuTe
Method: DFT, ωB97M-V/def2-TZVPD

```
148
Properties=species:S:1:pos:R:3:forces:R:3:mulliken_spin:R:1
Ru -0.4798 0.6099 -0.2279 0.9 0.0 -0.2 0.87
C 0.2839 2.8917 -3.1245 0.1 0.0 0.0 -0.01
C -0.0622 3.5615 -1.8369 -0.1 -0.2 -0.3 -0.01
C -0.0994 4.9345 -1.5219 0.1 0.0 0.0 0.00
C -0.5153 4.9964 -0.2118 -0.1 -0.1 -0.1 0.00
C -0.7327 6.1875 0.6606 0.0 0.0 0.0 0.00
N -0.7193 3.7243 0.2094 0.0 0.2 0.0 0.01
N -0.4346 2.8583 -0.7857 0.3 -0.2 0.6 0.03
B -1.7812 3.2742 1.2201 -0.2 0.0 0.0 -0.02
N -1.2518 2.1901 2.1728 0.0 -0.2 -0.2 0.01
N -0.9399 0.9233 1.7544 0.1 0.5 0.2 -0.03
C -0.7525 0.1846 2.8573 0.0 0.0 -0.2 -0.01
C -0.4401 -1.2668 2.8580 0.0 0.0 0.0 0.00
C -0.9299 0.9875 3.9862 0.0 0.0 0.0 0.00
C -1.2434 2.2418 3.5140 -0.1 0.1 0.0 0.00
C -1.5411 3.4821 4.2890 0.0 0.0 0.0 0.00
N -2.9700 2.7491 0.3728 0.0 0.0 0.1 -0.02
N -2.7103 1.9156 -0.6629 -0.4 0.0 -0.3 0.06
C -3.7003 2.0443 -1.5315 0.0 0.0 0.0 0.00
C -3.6528 1.3949 -2.8764 0.0 0.0 0.0 0.00
C -4.6651 2.9377 -1.0259 0.0 0.0 0.0 0.00
C -4.1572 3.3719 0.1765 0.0 0.0 0.0 0.00
C -4.7363 4.3366 1.1564 0.0 0.0 0.0 0.00
H 0.9576 3.5070 -3.7209 0.0 0.0 0.0 0.00
H -0.6165 2.7058 -3.7139 0.0 0.0 0.0 0.00
H 0.7681 1.9361 -2.9269 -0.1 0.1 0.0 0.00
H 0.1735 5.7596 -2.1584 0.0 0.0 0.0 0.00
H -0.1773 7.0357 0.2626 0.0 0.0 0.0 0.00
H -0.3916 6.0001 1.6781 0.0 0.0 0.0 0.00
H -1.7866 6.4662 0.7107 0.0 0.0 0.0 0.00
H -2.1586 4.2184 1.8520 0.1 -0.1 0.1 0.00
H -0.1994 -1.6113 1.8571 0.0 0.0 0.0 0.00
H -1.2875 -1.8437 3.2280 0.0 0.0 0.0 0.00
H 0.4098 -1.4676 3.5102 0.0 0.0 0.0 0.00
H -0.8403 0.6839 5.0156 0.0 0.0 0.0 0.00
H -1.3770 3.2884 5.3476 0.0 0.0 0.0 0.00
H -2.5734 3.8049 4.1526 0.0 0.0 0.0 0.00
H -0.8986 4.3072 3.9830 0.0 0.0 0.0 0.00
H -2.7778 0.7505 -2.9624 0.0 0.0 0.0 0.00
H -3.5814 2.1645 -3.6483 0.0 0.0 0.0 0.00
H -4.5422 0.8006 -3.0841 0.0 0.0 0.0 0.00
H -5.5923 3.2368 -1.4862 0.0 0.0 0.0 0.00
H -5.7868 4.5030 0.9222 0.0 0.0 0.0 0.00
H -4.2234 5.2993 1.1307 0.0 0.0 0.0 0.00
H -4.6667 3.9543 2.1753 0.0 0.0 0.0 0.00
C -2.9364 -5.0552 2.2229 0.0 0.0 0.0 0.00
C -2.3007 -4.9696 0.9930 0.0 0.0 0.0 0.00
C -2.2454 -3.7519 0.3291 -0.1 -0.1 -0.1 -0.01
C -2.8145 -2.6170 0.8822 0.0 0.1 0.1 0.00
C -3.4727 -2.7094 2.1056 0.1 -0.1 0.0 0.00
C -3.5295 -3.9260 2.7731 0.0 0.0 0.0 0.00
As -2.6806 -0.9306 -0.1072 0.1 0.0 0.3 0.03
C -3.6884 -1.5385 -1.6401 0.0 0.1 0.1 0.01
C -3.2056 -2.1827 -2.7612 -0.1 0.0 -0.1 0.00
C -4.0974 -2.5841 -3.7491 0.0 0.0 0.0 0.00
C -5.4570 -2.3379 -3.5980 0.0 0.0 0.0 0.00
C -5.9355 -1.6795 -2.4739 0.0 0.0 0.0 0.00
C -5.0494 -1.2612 -1.4885 -0.1 0.0 0.1 0.00
C -5.4080 -0.4985 -0.2698 0.0 -0.1 0.0 0.01
C -6.6829 -0.0616 0.0671 0.0 0.0 0.0 0.00
C -6.8750 0.6667 1.2328 0.0 0.0 0.0 0.00
C -5.8041 0.9626 2.0664 0.0 0.0 0.0 0.00
C -4.5231 0.5346 1.7355 -0.1 0.0 0.0 0.00
C -4.3361 -0.1911 0.5715 0.0 0.0 0.0 0.02
H -2.9803 -6.0016 2.7467 0.0 0.0 0.0 0.00
H -1.8371 -5.8413 0.5472 0.0 0.0 0.0 0.00
H -1.7712 -3.6983 -0.6381 0.1 0.0 -0.1 0.01
H -3.9436 -1.8397 2.5445 0.0 0.0 0.0 0.00
H -4.0431 -3.9908 3.7242 0.0 0.0 0.0 0.00
H -2.1476 -2.3597 -2.8728 0.2 0.0 0.0 0.00
H -3.7321 -3.0849 -4.6365 0.0 0.0 0.0 0.00
H -6.1502 -2.6570 -4.3654 0.0 0.0 0.0 0.00
H -6.9968 -1.4887 -2.3745 0.0 0.0 0.0 0.00
H -7.5274 -0.2845 -0.5732 0.0 0.0 0.0 0.00
H -7.8689 1.0087 1.4917 0.0 0.0 0.0 0.00
H -5.9659 1.5321 2.9731 0.0 0.0 0.0 0.00
H -3.6836 0.7662 2.3812 0.0 0.0 0.0 0.00
C 1.1522 -8.2378 -0.5292 0.0 0.0 0.0 0.00
C 0.9857 -6.7414 -0.5464 0.0 -0.1 0.0 0.00
C 1.1924 -5.9777 0.5871 0.0 0.1 0.1 0.01
C 1.0614 -4.5894 0.5851 0.0 0.0 -0.1 0.00
C 1.2750 -3.8940 1.9005 0.0 0.0 0.0 0.00
C 0.7177 -3.9225 -0.6011 -0.3 0.0 -0.2 0.00
Te 0.9200 -1.7615 -0.7326 -0.1 0.0 -0.2 -0.07
C 0.4891 -4.6934 -1.7620 0.0 0.0 0.2 0.00
C 0.0672 -4.1263 -3.0932 0.0 0.1 0.0 0.00
C 0.6255 -6.0773 -1.7095 0.0 0.0 0.0 0.00
H 1.5545 -8.5781 0.4243 0.0 0.0 0.0 0.00
H 1.8307 -8.5639 -1.3190 0.0 0.0 0.0 0.00
H 0.1982 -8.7437 -0.6916 0.0 0.0 0.0 0.00
H 1.4685 -6.4703 1.5146 0.0 0.0 0.0 0.00
H 2.0988 -4.3542 2.4493 0.0 0.0 0.0 0.00
H 0.3762 -3.9756 2.5190 0.0 0.0 0.0 0.00
H 1.4930 -2.8376 1.7674 0.1 0.0 0.0 0.00
H 0.1889 -3.0471 -3.1418 0.0 0.0 0.0 0.00
H -0.9817 -4.3660 -3.2842 0.0 0.0 0.0 0.00
H 0.6507 -4.5727 -3.9002 0.0 0.0 0.0 0.00
H 0.4512 -6.6520 -2.6147 0.0 0.0 0.0 0.00
N 1.4427 0.9427 -0.3117 -0.3 0.1 -0.2 0.10
P 2.9793 0.9574 -0.3652 0.9 0.0 0.2 -0.02
N 3.6353 0.2087 -1.7232 -0.1 0.0 0.0 0.00
C 2.9119 0.2921 -2.9893 0.1 0.0 0.0 0.00
C 3.2483 -0.9035 -3.8684 0.0 0.0 0.0 0.00
C 4.7523 -0.9748 -4.1158 0.0 0.0 0.0 0.00
C 5.5022 -0.9627 -2.7873 0.0 0.0 0.0 0.00
C 5.0803 0.2348 -1.9434 0.0 0.0 -0.1 0.00
N 3.6517 2.5011 -0.2575 -0.1 0.1 0.0 0.01
C 5.0693 2.7518 0.0511 -0.1 0.0 0.0 0.00
C 5.1985 3.8810 1.0657 0.0 0.0 0.0 0.00
C 4.7071 5.1977 0.4556 0.0 0.0 0.0 0.00
C 3.5192 4.9340 -0.4851 0.0 0.0 0.0 0.00
C 2.7859 3.6614 -0.0916 0.0 0.1 0.1 0.00
N 3.9106 0.2268 0.8481 -0.6 -0.4 0.1 0.01
C 3.5667 0.7694 2.1783 0.1 0.0 0.0 0.00
C 2.7410 -0.2333 2.9630 0.1 0.0 0.0 0.00
C 3.6165 -1.4396 3.3166 0.0 0.0 0.0 0.00
C 4.6632 -1.6867 2.2194 0.0 0.0 0.0 0.00
C 4.1827 -1.2274 0.8493 0.1 0.1 0.0 0.01
H 3.2000 1.2159 -3.5201 -0.1 0.0 0.0 0.00
H 1.8456 0.3435 -2.7827 0.0 -0.2 0.0 0.00
H 2.7009 -0.8356 -4.8118 0.0 0.0 0.0 0.00
H 2.9165 -1.8106 -3.3546 0.0 0.0 0.0 0.00
H 5.0623 -0.1069 -4.7096 0.0 0.0 0.0 0.00
H 5.0072 -1.8663 -4.6925 0.0 0.0 0.0 0.00
H 6.5821 -0.9311 -2.9516 0.0 0.0 0.0 0.00
H 5.2734 -1.8780 -2.2331 0.0 0.0 0.0 0.00
H 5.3655 1.1612 -2.4676 0.0 0.0 0.0 0.00
H 5.5944 0.2272 -0.9860 0.0 0.0 0.0 0.00
H 5.6165 3.0339 -0.8581 0.0 0.0 0.0 0.00
H 5.5195 1.8410 0.4336 0.0 0.0 0.0 0.00
H 6.2356 3.9662 1.3957 0.0 0.0 0.0 0.00
H 4.6015 3.6268 1.9450 0.0 0.0 0.0 0.00
H 5.5203 5.6705 -0.1001 0.0 0.0 0.0 0.00
H 4.4216 5.8930 1.2480 0.0 0.0 0.0 0.00
H 3.8698 4.8218 -1.5152 0.0 0.0 0.0 0.00
H 2.8213 5.7721 -0.4733 0.0 0.0 0.0 0.00
H 1.9194 3.5116 -0.7101 -0.2 0.0 -0.1 0.01
H 2.4185 3.7554 0.9433 0.0 0.0 0.0 0.00
H 3.0158 1.7006 2.0414 0.0 0.0 0.0 0.00
H 4.4810 1.0155 2.7330 0.0 0.0 0.0 0.00
H 1.9002 -0.5212 2.3286 0.1 0.0 0.0 0.00
H 2.3289 0.2251 3.8652 0.0 0.0 0.0 0.00
H 3.0014 -2.3300 3.4636 0.0 0.0 0.0 0.00
H 4.1266 -1.2541 4.2651 0.0 0.0 0.0 0.00
H 4.9115 -2.7480 2.1570 0.0 0.0 0.0 0.00
H 5.5912 -1.1627 2.4652 0.0 0.0 0.0 0.00
H 3.3046 -1.8032 0.5539 0.0 0.0 0.0 -0.01
H 4.9569 -1.4426 0.1111 0.0 0.0 0.0 0.00
```
Positions in Å, forces in eV/Å.

Properties
multiplicity	2
<S²>	0.77
HOMO energy (spin up / spin down)	-6.6 / -6.7	eV
net charge	0
relative energy (zero: lowest compared OMol25 entry of this formula, charge and spin)	0.0	kcal/mol


# 2
Molecular formula: C57H84F40O13
Method: DFT, ωB97M-V/def2-TZVPD

```
194
Properties=species:S:1:pos:R:3:forces:R:3:lowdin_charge:R:1
C 3.0810 3.8867 -5.6992 0.4 1.1 -1.4 -0.01
C 4.1464 4.9551 -6.0119 0.2 1.3 1.0 -0.44
C 5.2749 5.1861 -4.9736 0.3 0.3 -1.1 -0.34
F 4.7468 5.7144 -3.8953 -1.0 0.5 1.8 0.12
F 5.8263 4.0157 -4.6387 0.5 -1.1 0.1 0.10
F 4.7174 4.7808 -7.2048 0.3 -1.0 -0.7 0.13
F 3.5450 6.1692 -6.0898 -0.5 0.3 -0.1 0.12
O 2.1604 4.4745 -4.8032 0.7 1.7 -0.2 0.08
C 1.4639 3.6087 -4.1173 0.5 -1.1 1.8 -0.57
C 0.3464 4.1989 -3.2637 2.1 -0.5 0.0 -0.27
F -0.1618 3.1463 -2.5882 -0.6 0.2 0.3 0.09
F 1.0007 5.0071 -2.4181 -0.7 0.7 0.6 0.12
F 0.8980 2.7550 -4.9243 -1.0 -2.0 -1.4 0.17
F 2.3190 2.8435 -3.2589 -0.9 0.8 -0.9 0.08
H 3.5352 3.0392 -5.2329 0.3 -0.8 -0.1 0.11
H 2.6020 3.6866 -6.6835 0.2 -0.3 0.7 0.17
H 6.0725 5.8866 -5.2702 -0.3 -0.4 -0.7 0.18
H -0.3906 4.6855 -3.8814 -0.5 0.4 0.1 0.18
C 4.5625 2.7960 1.1693 0.5 -0.4 0.5 -0.02
C 4.2526 1.5061 0.4415 -0.5 -0.3 0.2 -0.44
C 3.7375 0.3990 1.3718 -0.2 0.0 1.2 -0.28
F 4.6002 0.2123 2.3965 0.9 0.2 0.0 0.08
F 2.5743 0.7324 2.0013 -0.2 0.4 -0.6 0.07
F 3.3412 1.5837 -0.5597 0.1 0.5 -0.1 0.12
F 5.3957 1.0082 -0.0754 0.4 -0.1 -0.5 0.13
O 5.3545 3.7184 0.3977 0.2 -1.5 0.7 0.07
C 4.7928 4.8972 0.1365 -1.3 0.3 -0.7 -0.57
C 5.7251 5.6278 -0.8553 -1.2 -1.6 0.1 -0.38
F 5.2264 6.7567 -1.3021 -1.0 1.1 -0.5 0.14
F 6.8029 5.8901 -0.1876 2.8 0.9 1.7 0.15
F 3.5504 4.7162 -0.3751 -0.3 0.0 -0.8 0.13
F 4.5471 5.6201 1.2419 0.5 0.5 0.6 0.16
H 5.1321 2.4183 2.0334 0.3 0.6 -0.3 0.15
H 3.6686 3.2282 1.5878 -0.4 0.3 -0.2 0.14
H 3.6102 -0.5383 0.8683 -0.2 -0.4 -0.5 0.15
H 6.0140 4.9602 -1.6433 -0.4 -0.4 -0.9 0.16
C -3.9140 4.1235 -0.9310 0.0 0.4 0.9 -0.04
C -3.5246 5.6007 -0.8126 -1.1 -0.9 0.4 -0.44
C -3.9096 6.4393 -2.0974 2.4 0.0 1.7 -0.24
F -4.0256 7.7094 -1.6650 0.2 0.4 -0.5 0.09
F -2.8055 6.3100 -2.9222 -1.1 0.4 0.2 0.06
F -4.1895 6.0668 0.2889 -0.6 0.2 -0.4 0.10
F -2.2466 5.7646 -0.4805 0.9 0.1 -0.7 0.14
O -3.4221 3.6485 -2.1862 -0.5 0.9 0.4 0.05
C -3.8582 2.4324 -2.5396 0.7 0.2 -0.1 -0.59
C -3.0411 1.9944 -3.7401 1.7 -1.0 0.5 -0.31
F -3.4532 0.7618 -4.0944 -0.6 0.1 -0.6 0.10
F -3.0810 2.8628 -4.7609 -0.6 0.0 -0.2 0.12
F -3.6342 1.5664 -1.5239 0.0 -0.4 0.1 0.14
F -5.1610 2.4173 -2.7959 -1.0 -0.1 -0.1 0.18
H -5.0099 4.1137 -0.7491 0.4 -0.3 -0.9 0.16
H -3.4823 3.5427 -0.1054 0.2 0.4 -0.2 0.12
H -4.8083 6.1887 -2.6041 -0.7 -0.6 -0.5 0.16
H -1.9885 1.8801 -3.4424 -0.2 0.2 0.1 0.16
C 0.8599 -2.6072 -4.1964 -0.9 -1.5 -0.5 -0.04
C 1.5285 -4.0218 -4.5763 -0.9 0.2 1.0 -0.35
C 2.3958 -4.5187 -3.3948 -0.5 1.3 -0.1 -0.29
F 1.7854 -4.0614 -2.2185 1.0 -0.7 -0.9 0.04
F 2.4466 -5.8358 -3.4185 -0.4 -1.4 0.5 0.12
F 0.4508 -4.8967 -4.7733 1.1 0.7 0.1 0.07
F 2.3415 -4.1920 -5.6535 -0.7 1.0 0.0 0.11
O 0.5739 -1.8376 -5.3798 -0.3 1.4 1.7 0.01
C -0.0939 -0.6078 -5.0485 0.3 -2.6 -1.5 -0.50
C -0.2473 0.0091 -6.4504 -1.5 0.1 0.7 -0.29
F -1.0997 1.0707 -6.3549 0.3 0.2 0.0 0.08
F 0.9584 0.4203 -6.8097 0.7 0.5 -0.7 0.12
F -1.3005 -0.8876 -4.5096 0.3 0.3 0.1 0.14
F 0.5754 0.1728 -4.1862 -0.1 -0.4 -0.2 0.15
H 1.3652 -2.0282 -3.4306 0.7 -0.1 -0.4 0.11
H -0.1016 -2.9327 -3.7105 0.7 0.2 -0.6 0.14
H 3.4307 -4.1887 -3.5067 -0.3 0.7 0.4 0.16
H -0.7077 -0.6809 -7.1826 0.6 0.1 0.4 0.19
C -6.0077 -2.8359 1.5944 0.7 0.7 1.5 -0.02
C -7.3170 -2.2203 2.0172 -0.8 0.6 -0.9 -0.49
C -8.3903 -2.4136 0.9132 -0.2 -0.5 0.6 -0.26
F -8.6264 -3.7540 0.8625 -0.3 -0.1 -0.2 0.07
F -9.5581 -1.7884 1.2671 1.0 -0.4 -0.5 0.09
F -7.6866 -2.7289 3.2062 -0.2 -0.4 -0.1 0.14
F -7.2474 -0.8907 2.1646 0.5 0.9 0.3 0.13
O -5.3726 -1.8999 0.6708 -0.9 -1.6 1.2 0.03
C -4.6081 -2.5239 -0.2410 0.1 1.7 -1.6 -0.56
C -4.0878 -1.3737 -1.1590 1.2 0.7 0.5 -0.24
F -3.1637 -1.9529 -1.9974 -0.9 0.5 0.0 0.07
F -5.0370 -0.6744 -1.8635 0.2 -1.6 0.3 0.08
F -3.5633 -3.1989 0.2948 -0.4 0.2 0.0 0.14
F -5.3149 -3.3946 -0.9812 -0.2 -0.6 0.0 0.16
H -6.3117 -3.7968 1.1799 0.7 -0.1 -0.3 0.14
H -5.3763 -2.9565 2.5323 -0.6 0.0 -1.3 0.17
H -8.0055 -2.1095 -0.0840 -0.5 0.2 0.6 0.18
H -3.6101 -0.6007 -0.5305 0.1 -0.6 -0.2 0.13
C -1.7882 -3.5938 3.7243 -1.8 -1.1 0.6 -0.17
C -0.6996 -2.9675 4.5369 -0.1 1.5 -1.3 -0.21
C -0.6468 -3.7974 5.7444 1.9 -1.1 1.0 -0.20
O -0.8469 -5.1659 5.2807 -0.7 1.5 0.2 -0.15
C -1.5689 -5.1065 4.0044 0.2 0.1 1.1 -0.15
H -1.6931 -3.2923 2.7065 -0.1 -0.2 -0.9 0.06
H -2.8416 -3.3433 4.0610 1.2 0.0 -0.2 0.13
H -0.8693 -1.9094 4.6788 -0.3 0.4 0.5 0.09
H 0.1732 -2.9313 3.8922 0.7 -0.6 0.2 0.11
H -1.3438 -3.3933 6.4986 -0.2 -0.8 -0.2 0.13
H 0.3672 -3.8047 6.2115 -0.7 0.1 -0.1 0.12
H -2.5306 -5.6489 4.2009 0.9 0.2 -0.8 0.13
H -0.8465 -5.5707 3.3173 -0.8 -0.1 -0.3 0.11
C -3.1588 0.2689 3.8920 -0.3 0.4 -1.0 -0.11
C -4.0239 1.4618 3.3477 0.2 -1.2 0.5 -0.13
C -4.2920 1.0748 1.9230 -0.3 -0.8 -1.8 -0.16
O -3.0935 0.3516 1.4600 -0.5 0.1 1.4 -0.21
C -2.5990 -0.4245 2.6045 -1.3 0.6 0.0 -0.16
H -3.7417 -0.4514 4.4548 -0.4 -0.1 0.0 0.10
H -2.4522 0.6862 4.5887 0.7 -0.1 -0.1 0.06
H -3.5028 2.3939 3.4403 0.5 0.4 -0.2 0.09
H -4.8976 1.5456 3.9733 -0.6 0.1 -0.1 0.11
H -4.4952 1.8781 1.1740 0.5 -0.3 0.8 0.12
H -5.1607 0.3897 1.7755 0.5 0.3 0.6 0.11
H -1.5212 -0.4378 2.5594 0.4 0.0 -0.1 0.10
H -3.0058 -1.4600 2.5436 0.3 0.6 -0.1 0.09
C -0.9396 -5.6031 -1.3847 0.9 0.1 -0.6 -0.14
C -1.6600 -5.7197 -0.0040 0.0 0.3 -1.7 -0.15
C -1.4113 -7.1433 0.4281 -0.5 -0.2 -0.4 -0.20
O -0.7006 -7.7544 -0.6308 0.3 -1.2 0.1 -0.11
C -0.9009 -7.0569 -1.8214 -2.5 0.7 -0.1 -0.23
H 0.1430 -5.3787 -1.4228 -0.5 0.4 1.2 0.09
H -1.3224 -4.8848 -2.1404 -0.5 -0.5 0.6 0.12
H -2.7202 -5.6282 -0.1744 -0.4 0.5 -0.1 0.10
H -1.3441 -4.9802 0.6899 0.3 0.6 0.7 0.07
H -2.3750 -7.6567 0.6669 0.7 0.1 -0.3 0.13
H -0.7801 -7.1859 1.2800 0.5 -0.2 0.9 0.10
H -1.8148 -7.3644 -2.3681 -0.2 0.0 0.6 0.13
H -0.1668 -7.2349 -2.5364 1.9 -0.5 -0.8 0.09
C 4.4920 0.3145 -3.4120 -0.1 0.6 0.7 -0.17
C 3.9857 0.1717 -4.8272 0.3 0.1 -0.2 -0.16
C 4.0613 -1.3388 -4.9988 -0.3 -0.3 -0.3 -0.18
O 3.7263 -1.8732 -3.7154 0.1 0.1 0.4 -0.18
C 4.0576 -0.9263 -2.6580 1.4 -0.9 -1.2 -0.14
H 4.1056 1.2377 -3.0011 0.2 0.1 0.4 0.09
H 5.5777 0.3409 -3.4313 0.2 0.2 0.0 0.12
H 4.6217 0.8472 -5.4345 -0.3 -0.9 -0.3 0.12
H 2.9516 0.4816 -4.9563 -0.1 0.1 0.2 0.09
H 5.0682 -1.6873 -5.2681 -0.2 0.1 -0.2 0.13
H 3.2814 -1.7402 -5.6703 0.7 0.2 -0.1 0.12
H 4.8674 -1.3503 -2.0399 0.0 0.1 -0.3 0.13
H 3.2289 -0.8617 -2.0215 -1.5 0.4 0.7 0.07
C 0.3983 3.2164 1.2758 0.6 0.6 1.6 -0.15
C 0.2913 4.6490 1.9084 -1.4 -1.0 0.3 -0.11
C -1.1376 4.5729 2.5611 1.3 -0.2 -0.4 -0.19
O -1.8529 3.7236 1.6974 -0.8 0.4 -0.2 -0.17
C -1.0003 2.6453 1.3639 -0.5 -0.2 0.3 -0.20
H 1.0349 2.5721 1.9116 0.0 0.5 -0.5 0.08
H 0.8375 3.3269 0.3163 0.2 -0.4 -1.1 0.09
H 0.3261 5.4687 1.1716 0.1 -0.5 0.3 0.11
H 1.0447 4.7238 2.6690 0.5 0.6 0.3 0.09
H -1.5923 5.5491 2.6083 -0.4 0.2 0.0 0.11
H -1.1220 4.0996 3.5580 0.2 0.3 0.0 0.11
H -1.3873 2.2622 0.4214 0.1 -0.4 0.1 0.11
H -1.0723 1.8855 2.1907 0.1 0.4 -0.9 0.13
C 3.2323 -2.9796 4.9453 0.1 -0.5 -0.5 -0.16
C 4.0441 -3.9249 4.0669 -0.1 -1.4 0.9 -0.15
C 3.5831 -3.5993 2.6769 0.1 -0.2 -1.5 -0.22
O 3.3917 -2.2116 2.6915 -0.4 0.6 0.2 -0.18
C 3.0478 -1.8106 4.0246 -0.6 0.9 -0.4 -0.20
H 3.7284 -2.7263 5.8556 0.5 0.3 0.6 0.11
H 2.3002 -3.4309 5.2423 -0.5 -0.2 -0.1 0.08
H 3.8345 -4.9702 4.3929 0.5 0.6 -0.5 0.13
H 5.0950 -3.6719 4.1622 0.3 -0.3 0.0 0.12
H 2.6276 -4.0728 2.3927 0.2 -0.3 0.2 0.12
H 4.3166 -3.7613 1.8482 -0.5 -0.4 0.8 0.14
H 1.9734 -1.5058 4.0508 0.9 0.5 -0.1 0.12
H 3.7862 -1.0300 4.2186 -0.7 0.4 0.4 0.12
C -0.6857 -2.0305 0.0794 0.6 1.3 0.2 -0.11
C -0.8238 -0.6409 -0.6330 0.4 -0.7 -0.3 -0.11
C 0.5604 -0.0355 -0.4489 0.4 0.4 -0.2 -0.19
O 1.4627 -1.1256 -0.4004 0.2 -0.4 -0.4 -0.16
C 0.8249 -2.1341 0.3490 0.1 -0.7 0.5 -0.18
H -1.0417 -2.7773 -0.5728 -0.3 -1.1 -0.7 0.07
H -1.2659 -2.0956 1.0036 0.1 0.1 -0.2 0.07
H -1.6195 -0.0983 -0.1588 -0.2 0.6 0.0 0.06
H -1.0434 -0.7675 -1.7044 0.0 0.0 0.4 0.10
H 0.6033 0.5413 0.4736 0.1 0.0 0.3 0.10
H 0.9976 0.5840 -1.2336 -0.7 0.3 -0.2 0.12
H 1.0760 -1.9297 1.3927 -0.2 -0.2 0.3 0.11
H 1.2431 -3.1228 0.0983 0.0 0.4 -0.1 0.12
C 0.7213 0.5155 7.0604 1.1 0.1 -0.5 -0.16
C 1.6400 1.6095 6.4709 -1.1 1.3 -0.4 -0.12
C 0.9773 1.9148 5.0684 -0.8 1.5 0.8 -0.18
O -0.0143 0.9178 4.9148 -0.1 -0.5 -1.1 -0.17
C -0.5090 0.6329 6.1817 -1.2 -1.3 1.4 -0.26
H 0.5245 0.6880 8.0949 -0.2 0.1 0.7 0.10
H 1.2269 -0.4599 6.9873 -0.4 0.2 -0.2 0.11
H 2.6521 1.3049 6.3161 0.6 -0.3 0.1 0.09
H 1.6365 2.5169 7.1160 0.1 -0.6 -0.5 0.12
H 1.6552 1.9758 4.2218 0.1 -0.7 -0.1 0.10
H 0.4090 2.8993 4.9913 0.8 -0.7 0.7 0.12
H -1.0902 -0.3528 6.1834 0.6 1.4 -0.3 0.13
H -1.1926 1.4346 6.6074 0.6 -0.6 -0.7 0.14
```
Positions in Å, forces in eV/Å.

Properties
HOMO energy	-9.4	eV
net charge	0
relative energy (zero: lowest compared OMol25 entry of this formula, charge and spin)	0.0	kcal/mol


no.,energy (eV)
1,-155926.029
2,-195784.152